The following is a DFT calculation (ωB97M-V/def2-TZVPD) of 2 unconnected molecules or ions with the total composition C6H12Br2N2O3P in a non-equilibrium geometry.

Each line ends with the natural charge from an NBO analysis.
Element x y z (Å)
O1 -0.0917 0.8619 1.2451  -1.11
P1 -1.1729 -0.0224 1.9207  2.25
O2 -1.4892 0.5880 3.4764  -0.93
O3 -2.5285 -0.1550 0.9208  -0.99
C1 -0.4346 -1.7915 2.0924  -0.80
C2 0.7809 -1.8215 1.0131  0.21
C3 0.5101 -1.6672 -0.5179  -0.05
N1 1.8965 -1.7178 -1.0324  -0.49
C4 2.8370 -1.8863 0.0572  0.24
N2 2.1912 -1.9458 1.3470  -0.51
H1 -0.5863 0.6598 3.8927  0.51
H2 -2.5493 0.5823 0.2494  0.52
H3 0.0173 -1.8905 3.1397  0.26
H4 -1.2415 -2.5693 1.8706  0.30
H5 -0.4714 -1.5365 -1.0793  0.30
H6 2.1154 -1.6359 -2.0460  0.47
H7 3.9703 -1.9396 -0.0851  0.27
H8 2.5651 -2.0487 2.3004  0.48
Br1 -0.9535 1.1800 -4.1507  -0.02
C5 -0.5833 2.7430 -3.0449  -0.45
C6 -0.7444 2.4248 -1.5797  -0.44
Br2 -2.6272 2.3463 -1.0749  0.02
H9 -1.2424 3.5405 -3.3894  0.24
H10 0.4506 3.0110 -3.2685  0.24
H11 -0.3192 3.2186 -0.9634  0.25
H12 -0.2989 1.4719 -1.2933  0.23

## Properties
Kohn-Sham gap: 8.8 eV
E_HOMO: -12.7 eV
Charge: +1
F_max: 7.0 eV/A